(1)
DFT (ωB97M-V with the def2-TZVPD basis set) results for a gas-phase ion, C11H16NS (charge +1) in a non-equilibrium geometry.

Geometry as XYZ:
```
29
Properties=species:S:1:pos:R:3:forces:R:3
C 5.095 0.278 0.687 1.18 0.34 -0.54
C 4.754 -0.846 -0.046 -1.93 1.06 -0.27
C 4.222 1.268 1.056 -2.09 -0.53 -0.40
C 3.423 -0.986 -0.451 1.34 0.57 0.82
C 2.922 1.131 0.580 0.89 -0.71 1.01
C 2.508 0.012 -0.152 -1.80 0.34 -0.88
C -2.119 1.198 0.465 -1.42 1.15 0.95
C -1.404 1.240 -0.889 -0.26 -1.19 -1.67
C 1.078 -0.019 -0.636 1.46 1.09 1.44
C 0.360 -1.299 -0.838 1.98 0.60 -1.02
C -4.034 -0.275 0.980 -0.92 -0.93 0.68
N -2.637 -0.128 0.734 3.09 -0.65 0.42
S 0.407 1.538 -0.759 -0.63 -1.39 -0.55
H 6.112 0.515 0.848 1.15 -0.41 0.56
H 5.467 -1.518 -0.433 0.84 -0.73 0.01
H 4.427 2.058 1.761 0.44 0.13 -0.20
H 3.190 -1.835 -1.008 -0.64 -1.17 -0.96
H 2.176 1.716 1.021 -0.92 1.22 0.22
H -1.571 1.509 1.423 -0.16 0.27 -1.83
H -2.957 1.977 0.281 0.99 -1.40 0.92
H -1.652 0.293 -1.545 0.76 1.57 1.64
H -1.898 2.022 -1.490 1.02 0.16 0.14
H 0.988 -2.132 -0.566 0.44 -0.25 -0.47
H 0.001 -1.313 -1.857 -0.18 -0.43 -0.35
H -0.439 -1.398 -0.197 -2.22 0.22 1.34
H -4.368 -0.109 2.018 0.24 0.40 -0.12
H -4.448 0.530 0.340 -0.65 -1.08 0.26
H -4.379 -1.349 0.803 0.29 1.58 -0.50
H -1.887 -0.564 1.349 -2.29 0.18 -0.63
```
Forces are in eV/Å.

## Properties
**Net charge**: +1
**Multiplicity**: 1
**Orbital gap**: 6.513 eV
**E**: -881.36059 Eh
**Molar mass**: 194.32 Da
**ΔE to the lowest compared entry with this formula, charge and spin**: 145.55 kJ/mol

Atom charges from the Mulliken analysis, given in e for atoms 1 to 4: number 1, C, carries -0.28; number 2, C, carries -0.82; number 3, C, carries -0.85; number 4, C, carries -0.30

(2)
DFT (ωB97M-V with the def2-TZVPD basis set) results for 2 unconnected molecules or ions with the total composition C3H5FO3 in a non-equilibrium geometry.

Geometry as XYZ:
```
12
Properties=species:S:1:pos:R:3:forces:R:3
C 2.162 0.415 -0.378 -0.25 1.05 1.97
C -1.787 0.298 0.997 0.06 0.46 3.68
C -2.038 -0.289 -0.105 -0.91 -1.71 -3.08
O 2.617 1.401 0.131 -0.57 0.06 0.60
O 1.120 -0.309 0.066 0.05 -0.87 -0.93
O 2.714 -0.029 -1.450 0.18 -4.02 -4.25
F -3.159 -1.048 -0.190 0.04 -0.21 -0.14
H -2.429 -0.002 1.895 0.98 0.96 -1.35
H 2.404 -0.932 -1.928 0.52 3.15 2.29
H -0.909 0.918 1.087 -0.19 0.17 0.23
H -1.499 -0.341 -1.066 -0.18 0.44 0.75
H 0.805 -0.082 0.941 0.27 0.50 0.23
```
Forces are in eV/Å.

## Properties
**Multiplicity**: 1
**Orbital gap**: 10.794 eV
**E**: -442.86416 Eh
**Molar mass**: 108.07 Da
**ΔE to the lowest compared entry with this formula, charge and spin**: 94.24 kJ/mol

Atom charges from the Mulliken analysis, given in e for atoms 1 to 4: number 1, C, carries 0.77; number 2, C, carries -0.79; number 3, C, carries 0.14; number 4, O, carries -0.54

(3)
DFT (ωB97M-V with the def2-TZVPD basis set) results for a single C18H20ClFN4O2 molecule.

Geometry as XYZ:
```
46
Properties=species:S:1:pos:R:3:forces:R:3
C 5.778 -1.136 4.322 0.00 0.00 0.00
O 4.672 -0.252 4.147 0.00 0.00 0.00
C 4.451 0.175 2.892 0.00 0.00 0.00
C 3.342 1.080 2.727 0.00 0.01 0.00
C 3.063 1.540 1.502 0.00 0.00 0.01
C 3.865 1.116 0.362 0.12 0.18 0.03
N 3.720 1.465 -0.861 -0.21 -0.26 0.05
C 2.657 2.250 -1.298 0.18 0.07 -0.30
O 2.696 3.460 -1.332 -0.08 0.01 0.21
C 1.493 1.469 -1.882 0.00 0.00 0.01
C 0.681 0.739 -0.827 0.00 0.01 -0.01
C -0.280 1.549 0.068 0.01 0.00 0.00
N -1.278 0.478 -0.085 0.00 0.00 0.00
C -2.662 0.882 -0.241 0.00 0.00 0.00
C -3.522 -0.323 -0.530 0.00 0.00 0.00
C -3.597 -1.325 0.436 0.00 0.00 0.00
C -4.344 -2.468 0.234 0.01 0.01 0.00
C -5.022 -2.604 -0.961 -0.01 0.00 0.00
F -5.753 -3.725 -1.149 0.00 0.00 0.00
C -4.993 -1.658 -1.970 0.01 0.00 0.00
C -5.744 -1.857 -3.253 0.00 0.00 0.00
C -4.220 -0.520 -1.715 0.00 0.00 0.00
Cl -4.153 0.681 -2.980 0.00 0.00 0.00
C -0.584 -0.008 -1.293 0.01 0.00 0.00
N 4.893 0.274 0.695 0.00 0.00 0.00
N 5.200 -0.207 1.924 0.00 0.00 0.00
H 5.802 -1.368 5.382 0.00 0.00 0.00
H 5.640 -2.043 3.734 0.00 0.00 0.00
H 6.706 -0.655 4.014 0.00 0.00 0.00
H 2.777 1.373 3.601 0.00 0.00 0.00
H 2.264 2.246 1.323 0.00 0.00 -0.01
H 0.860 2.171 -2.425 0.00 0.00 0.00
H 1.899 0.741 -2.589 0.00 0.00 0.00
H 1.313 0.079 -0.230 0.00 0.00 0.00
H 0.004 1.763 1.100 0.00 0.00 0.00
H -0.580 2.485 -0.425 0.00 0.00 0.00
H -2.990 1.341 0.696 0.00 0.00 0.00
H -2.774 1.635 -1.031 0.00 0.00 0.00
H -3.041 -1.194 1.355 0.00 0.00 0.00
H -4.411 -3.249 0.978 0.00 0.00 0.00
H -5.060 -1.863 -4.102 0.00 0.00 0.00
H -6.290 -2.795 -3.238 0.00 0.00 0.00
H -6.450 -1.042 -3.416 0.00 0.00 0.00
H -0.988 0.434 -2.215 0.00 0.00 0.00
H -0.540 -1.092 -1.400 0.00 0.00 0.00
H 5.499 -0.039 -0.045 0.00 0.00 0.00
```
Forces are in eV/Å.

## Properties
**Multiplicity**: 1
**Orbital gap**: 8.560 eV
**E**: -1627.42097 Eh
**Molar mass**: 378.83 Da
**ΔE to the lowest compared entry with this formula, charge and spin**: 27.52 kJ/mol

Atom charges from the Mulliken analysis, given in e for atoms 1 to 4: number 1, C, carries -0.67; number 2, O, carries -0.39; number 3, C, carries 0.51; number 4, C, carries -0.64

(4)
DFT (ωB97M-V with the def2-TZVPD basis set) results for a molecular structure, C32H56Cl3F12Fe2NO17S4 in a non-equilibrium geometry.

Geometry as XYZ:
```
127
Properties=species:S:1:pos:R:3:forces:R:3
Fe 11.513 -14.672 2.257 1.09 0.31 1.93
Fe 14.250 -13.880 4.864 -0.78 -1.32 -1.54
C 11.244 -15.286 5.733 -0.82 -0.91 1.08
C 12.462 -15.936 5.135 -0.33 1.21 -0.22
C 12.263 -17.418 4.917 0.35 -0.20 0.75
O 12.793 -15.208 3.958 0.55 -0.14 -0.04
H 11.049 -15.757 6.703 -0.13 -0.04 0.02
H 10.363 -15.501 5.121 -0.09 0.41 -0.15
H 11.376 -14.236 5.976 0.03 0.05 -0.47
H 13.191 -15.758 5.945 0.71 -0.34 -0.24
H 11.367 -17.571 4.315 0.08 -0.22 -0.09
H 12.142 -17.914 5.884 -0.45 0.14 0.08
H 13.140 -17.936 4.529 -0.10 0.28 -0.56
C 15.072 -12.157 0.577 -0.44 -1.43 0.05
F 16.364 -11.846 0.744 -1.60 0.74 0.07
F 14.257 -11.148 0.760 0.22 0.68 0.47
F 14.888 -12.564 -0.692 0.30 -0.14 0.15
S 14.617 -13.602 1.726 0.76 -1.51 0.16
O 13.169 -13.797 1.599 1.22 1.27 -0.92
O 15.374 -14.738 1.213 -0.36 1.17 0.23
O 15.007 -13.156 3.067 -0.10 0.27 -1.20
C 10.395 -11.280 5.359 -0.91 0.05 -1.45
F 9.206 -11.292 4.707 0.36 -0.42 0.24
F 10.564 -10.027 5.728 0.73 -0.10 0.48
F 10.328 -12.106 6.388 0.31 0.32 -0.15
S 11.671 -11.818 4.052 2.24 -0.73 -2.80
O 11.967 -10.724 3.130 -1.00 -0.67 1.90
O 12.855 -12.378 4.706 -1.08 1.54 1.05
O 11.042 -12.947 3.327 -1.50 0.22 0.35
C 14.480 -10.422 7.185 0.66 0.42 -0.30
F 14.289 -9.597 6.155 -0.07 -0.55 -0.09
F 15.002 -9.683 8.149 -0.06 -0.44 0.42
F 13.328 -10.955 7.537 0.14 0.03 0.06
S 15.771 -11.763 6.631 0.36 -0.02 -3.30
O 15.923 -11.539 5.191 -0.62 -0.28 1.57
O 17.004 -11.712 7.369 -1.50 -0.23 0.28
N 14.798 -13.226 6.635 2.38 2.15 2.13
S 14.700 -13.704 8.154 -2.03 -0.56 3.45
O 14.968 -12.664 9.135 1.00 -0.48 -1.51
O 13.432 -14.335 8.450 0.93 -0.78 -1.36
C 16.100 -15.007 8.358 -1.35 -0.61 -0.44
F 15.914 -16.055 7.506 0.00 0.80 0.11
F 17.240 -14.427 8.078 0.47 -0.05 0.13
F 16.098 -15.546 9.574 0.09 0.68 -0.08
C 17.014 -17.024 -0.438 0.09 -0.32 0.32
Cl 18.587 -17.880 -0.360 -0.72 0.47 0.09
Cl 15.672 -18.199 -0.229 0.36 -0.02 -0.13
Cl 16.851 -16.131 -1.932 -0.04 -0.04 -0.19
H 16.877 -16.319 0.377 0.47 -0.04 0.01
C 12.347 -17.550 -0.780 -0.55 0.30 -0.54
C 12.200 -18.606 0.294 0.81 0.03 0.67
C 12.235 -17.794 1.576 -0.72 -0.09 1.22
O 12.158 -16.372 1.272 0.02 -0.76 -0.90
C 12.737 -16.261 -0.035 0.29 -0.98 -1.37
H 11.400 -17.491 -1.319 0.13 0.38 -0.20
H 13.166 -17.749 -1.469 -0.28 -0.26 -0.21
H 13.063 -19.271 0.286 -0.14 -0.16 0.01
H 11.296 -19.211 0.327 -0.02 0.08 -0.68
H 13.119 -18.024 2.168 0.06 0.44 0.06
H 11.343 -18.010 2.163 0.20 0.06 0.26
H 13.824 -16.311 -0.002 -0.03 0.57 0.60
H 12.430 -15.387 -0.604 -0.15 0.24 0.58
C 18.680 -7.380 1.684 -0.02 -0.13 1.51
C 17.972 -8.690 1.477 -0.72 -0.36 -2.07
C 19.104 -9.659 1.120 0.54 0.74 1.99
O 20.265 -9.029 1.774 0.29 -0.15 0.38
C 19.875 -7.844 2.525 -0.36 0.24 -1.71
H 18.041 -6.682 2.226 0.10 0.28 -0.26
H 19.094 -6.970 0.765 -0.29 0.13 -0.08
H 17.324 -8.632 0.597 -0.35 0.02 0.17
H 17.350 -8.966 2.327 0.29 -0.21 0.12
H 19.310 -9.819 0.062 0.05 0.57 -0.07
H 18.952 -10.653 1.546 0.05 -0.01 0.17
H 20.604 -7.036 2.457 0.67 -0.56 -0.08
H 19.683 -7.994 3.587 -0.26 -0.55 -0.05
C 9.661 -12.172 -0.654 -0.71 -0.67 -1.35
C 9.119 -13.474 -1.271 -0.15 -0.93 1.38
C 9.604 -14.522 -0.234 -0.14 -0.24 -1.17
O 10.745 -13.921 0.453 -1.36 -0.58 -0.16
C 10.999 -12.673 -0.184 0.77 2.03 0.09
H 9.029 -11.807 0.154 0.10 -0.21 0.18
H 9.654 -11.405 -1.428 0.54 0.16 0.17
H 9.588 -13.788 -2.201 -0.09 0.72 -0.27
H 8.036 -13.557 -1.340 0.03 0.26 -0.25
H 9.926 -15.407 -0.786 0.39 -0.08 0.23
H 8.786 -14.874 0.394 0.36 0.47 0.76
H 11.717 -12.764 -1.003 -0.16 -0.50 -0.19
H 11.462 -11.929 0.466 -0.02 -0.57 0.66
C 17.207 -17.328 4.164 -0.44 0.37 0.47
C 17.749 -16.036 3.583 1.13 -1.57 -0.62
C 17.017 -14.951 4.323 1.71 0.26 -0.74
O 15.748 -15.516 4.606 -0.61 1.21 -0.02
C 15.751 -16.928 4.461 0.36 -0.97 0.19
H 17.761 -17.534 5.082 -0.23 -0.24 0.11
H 17.309 -18.170 3.481 -0.14 -0.04 0.07
H 17.577 -16.070 2.506 -0.41 0.66 0.03
H 18.836 -16.107 3.643 0.03 0.74 0.33
H 17.041 -14.097 3.647 -0.99 0.18 0.22
H 17.499 -14.602 5.240 0.03 -0.38 0.18
H 15.083 -17.219 3.648 -0.06 0.18 -0.04
H 15.401 -17.354 5.402 -0.15 -0.05 -0.09
C 20.740 -13.021 0.277 0.13 1.43 -0.27
C 19.516 -12.774 -0.670 1.51 -0.57 1.01
C 18.416 -13.439 0.144 0.62 0.25 -0.95
O 19.050 -14.569 0.741 -1.28 -0.89 -0.41
C 20.429 -14.361 0.984 -0.18 1.87 -0.64
H 20.866 -12.148 0.923 -0.29 -0.27 0.52
H 21.671 -12.995 -0.292 -0.01 -0.49 -0.05
H 19.802 -13.338 -1.559 -0.79 -0.06 -0.27
H 19.353 -11.734 -0.944 0.05 -0.07 0.12
H 17.634 -13.703 -0.571 -0.20 -0.72 0.42
H 17.948 -12.784 0.882 0.90 -0.40 0.08
H 21.063 -15.103 0.498 -0.32 -0.55 0.45
H 20.513 -14.291 2.068 0.69 -0.23 -0.04
C 15.887 -9.404 -2.099 0.78 0.48 0.74
C 16.621 -8.067 -2.371 -0.57 -0.01 -0.29
C 17.975 -8.519 -2.870 0.88 0.53 -0.42
O 17.964 -9.926 -3.031 -0.33 -0.72 -0.31
C 16.993 -10.463 -2.117 0.44 1.18 0.24
H 15.202 -9.565 -2.928 -0.36 -0.27 0.40
H 15.458 -9.371 -1.097 -0.70 -0.15 -0.31
H 16.730 -7.394 -1.521 -0.11 -0.30 0.25
H 16.068 -7.493 -3.115 0.07 -0.05 -0.10
H 18.743 -8.152 -2.180 0.16 -0.56 0.33
H 18.285 -8.081 -3.820 -0.29 -0.13 -0.18
H 17.541 -10.551 -1.174 -0.52 0.07 0.39
H 16.580 -11.447 -2.335 0.52 -0.04 -0.72
```
Forces are in eV/Å.

## Properties
**Multiplicity**: 9
**Orbital gap (alpha / beta)**: 9.101 / 8.219 eV
**E**: -9285.81265 Eh
**Molar mass**: 1301.08 Da

Atom charges from the Mulliken analysis, given in e for atoms 1 to 4: number 1, Fe, carries 0.52; number 2, Fe, carries 1.46; number 3, C, carries -1.55; number 4, C, carries 1.67